1.
An isolated molecule of C6H14N2 at a distorted geometry. Source: the Open Molecules 2025 dataset; level of theory: the ωB97M-V functional and the def2-TZVPD basis.

The geometry in XYZ format:
```
22
Properties=species:S:1:pos:R:3:forces:R:3:lowdin_charge:R:1
N 2.771256 1.141328 0.442729 -0.1 -0.5 0.5 0.09
N -2.376942 -0.654509 0.006206 -0.4 0.6 -0.3 0.04
C -1.197895 1.322428 -0.579288 1.3 0.8 0.6 -0.21
C -1.997205 0.162764 -1.137604 -1.1 0.2 0.7 -0.33
C 2.240594 -0.112168 0.717677 0.0 0.4 0.6 -0.33
C -0.134446 0.863432 0.459981 1.6 -0.3 -1.8 -0.17
C 0.185290 -1.589753 0.300796 2.3 -0.4 -0.3 -0.08
C 0.869363 -0.285955 -0.035918 -2.5 1.3 0.4 -0.34
H -2.881017 0.544420 -1.726452 0.6 -0.5 0.4 0.12
H 0.610846 1.670793 0.609521 -1.1 0.1 0.7 0.09
H 3.787885 1.128611 0.516830 0.1 -0.2 -0.5 0.04
H -0.661783 1.944740 -1.320694 -0.5 -0.5 -0.2 0.11
H 1.173685 -0.115284 -1.075476 -0.5 -0.4 0.0 0.14
H 1.897609 -0.136837 1.781613 0.0 0.0 -0.2 0.15
H -0.914739 -1.482256 0.104142 -0.6 -0.1 -0.6 0.03
H 0.186894 -1.758743 1.379138 0.1 0.0 0.1 0.09
H -3.165358 -1.260900 -0.231858 0.2 -0.2 -0.3 0.04
H 2.855774 -1.004011 0.553394 0.4 0.0 0.2 0.12
H -0.691957 0.460971 1.295971 0.4 0.3 0.6 0.09
H 0.731869 -2.411970 -0.189116 -0.8 -0.2 0.1 0.09
H -1.421067 -0.449654 -1.825623 0.5 -0.1 -0.5 0.11
H -1.868647 2.022548 -0.045965 0.1 -0.4 -0.2 0.11
```
Forces are in eV/Å.

As for the energy relative to the best compared isomer or geometry (same formula, charge and spin): 177.1 kcal/mol. The HOMO-LUMO gap comes out at 3.384 eV. The charge is 0.

2.
An isolated molecule of C6H14N2 at a distorted geometry. Source: the Open Molecules 2025 dataset; level of theory: the ωB97M-V functional and the def2-TZVPD basis.

The geometry in XYZ format:
```
22
Properties=species:S:1:pos:R:3:forces:R:3:lowdin_charge:R:1
N 0.866681 -1.398985 0.100164 1.3 0.1 -1.2 0.04
N -0.100737 0.883034 0.366219 0.1 0.2 -0.3 -0.21
C -0.213821 1.772742 -0.776698 -0.2 0.0 0.0 -0.11
C -0.341425 -0.554680 0.149237 -1.1 -0.5 0.8 -0.58
C -1.210687 -0.888860 -1.087363 0.1 0.4 -0.2 -0.05
C 1.729643 -1.196702 -0.819756 -0.5 -0.1 0.7 -0.04
C -1.136753 -1.044696 1.396113 -0.1 -0.2 0.6 -0.04
C 1.076745 1.184854 1.175868 -0.2 0.1 0.1 -0.10
H -1.422772 -1.964080 -1.135641 0.2 0.2 0.3 0.09
H 0.500067 1.537287 -1.571006 0.1 0.1 -0.2 0.07
H 2.630873 -1.829670 -0.865674 -0.4 0.2 0.1 0.07
H 0.973534 2.175830 1.631314 -0.1 0.0 -0.2 0.08
H -0.714950 -0.622750 -2.027310 0.0 0.0 0.1 0.07
H -2.188177 -1.246865 1.160225 0.2 0.1 -0.1 0.07
H -0.044136 2.813269 -0.474873 0.1 -0.3 0.2 0.09
H -1.148684 -0.302697 2.204511 0.1 0.0 -0.3 0.07
H -0.708371 -1.958549 1.824126 -0.1 0.1 -0.3 0.07
H 1.997183 1.185009 0.580873 0.2 -0.1 0.0 0.07
H -2.174672 -0.367474 -1.055465 0.2 0.0 0.1 0.08
H 1.204112 0.478904 2.004041 -0.1 0.0 -0.3 0.09
H 1.652423 -0.409191 -1.585300 -0.1 -0.2 0.2 0.07
H -1.226077 1.754269 -1.193606 0.2 -0.1 0.0 0.08
```
Forces are in eV/Å.

As for the energy relative to the best compared isomer or geometry (same formula, charge and spin): 37.5 kcal/mol. The HOMO-LUMO gap comes out at 9.276 eV. The SMILES is C=NC(C)(C)N(C)C. The charge is 0.

3.
An isolated molecule of C6H14N2 at a distorted geometry. Source: the Open Molecules 2025 dataset; level of theory: the ωB97M-V functional and the def2-TZVPD basis.

The geometry in XYZ format:
```
22
Properties=species:S:1:pos:R:3:forces:R:3:lowdin_charge:R:1
N 1.701715 0.874113 -0.202731 -0.8 1.1 -3.1 -0.11
N -1.300197 0.342637 -0.372900 -0.5 0.2 1.6 -0.09
C -0.309107 -0.474667 0.277999 -0.5 -1.7 0.2 -0.33
C -2.640926 0.206182 0.274446 0.8 -2.7 -3.2 -0.08
C 0.282686 -1.629145 -0.553789 -0.1 -0.2 1.5 -0.14
C 1.109489 -0.065042 0.660248 2.6 0.5 1.8 -0.37
C 1.607651 -1.420587 0.176799 0.4 -2.6 -0.1 -0.14
C 0.997244 2.137778 -0.098562 -0.6 3.0 0.5 -0.17
H -3.090877 -0.753214 -0.230271 0.2 1.5 1.5 0.11
H 1.242877 2.518079 0.953226 -0.1 0.1 -1.5 0.09
H -3.223219 1.020188 -0.022063 -1.1 1.3 -0.3 0.04
H -2.594441 0.138266 1.326779 0.2 -0.2 1.0 0.06
H -0.673139 -1.003404 1.131895 -1.0 0.1 0.9 0.13
H -0.132511 2.111280 -0.124164 1.3 -0.4 0.0 0.06
H 2.494871 -1.622633 -0.508574 -0.7 0.9 1.4 0.13
H 1.586013 -2.168882 1.000144 0.5 0.5 -0.4 0.11
H -0.114916 -2.631271 -0.437213 -0.5 0.0 -0.2 0.11
H 1.496490 0.260246 1.715872 -1.5 -0.7 -1.4 0.17
H 1.253289 2.911068 -0.949435 0.1 -1.5 1.8 0.10
H 1.419060 0.505986 -1.137304 0.9 0.5 0.4 0.11
H 0.265398 -1.326549 -1.544646 0.3 0.2 -2.2 0.08
H -1.377453 0.069563 -1.335747 0.0 0.0 -0.2 0.10
```
Forces are in eV/Å.

As for the energy relative to the best compared isomer or geometry (same formula, charge and spin): 71.4 kcal/mol. The HOMO-LUMO gap comes out at 9.111 eV. The SMILES is CN[C@H]1CC[C@H]1NC. The charge is 0.

4.
A cluster of 2 separate species, C6H14N2 in total at a distorted geometry. Source: the Open Molecules 2025 dataset; level of theory: the ωB97M-V functional and the def2-TZVPD basis.

The geometry in XYZ format:
```
22
Properties=species:S:1:pos:R:3:forces:R:3:lowdin_charge:R:1
N -0.309361 1.661904 -1.128317 -0.3 -0.6 0.0 -0.12
N 1.234180 0.185306 1.172119 0.0 0.2 0.7 0.03
C -1.676792 1.722855 -1.348580 -0.1 0.4 0.5 -0.26
C 0.461439 0.678485 -1.867624 0.5 0.7 -0.6 -0.13
C 0.525752 -2.137184 1.145179 0.6 0.0 0.0 -0.19
C 1.310118 -1.151089 1.591356 0.0 -0.7 -1.0 -0.23
C 0.673960 -3.575478 1.545804 -0.3 -0.1 -0.1 -0.13
C -2.462247 2.762380 -1.051289 0.1 -0.2 -0.2 -0.02
H 1.495125 0.814847 1.920690 0.2 0.0 -0.1 0.08
H 1.594973 -3.800400 2.081564 0.1 0.2 0.1 0.07
H 0.407166 0.845177 -2.954898 -0.2 -0.2 0.1 0.08
H 0.636581 -4.251629 0.688386 0.0 0.1 -0.1 0.06
H -2.108087 0.790502 -1.694703 0.0 0.0 -0.2 0.11
H 0.152354 2.547808 -1.031100 0.0 0.2 0.0 0.12
H -2.055447 3.671065 -0.627221 0.0 0.1 -0.1 0.04
H -0.169518 -3.856568 2.183516 0.1 -0.1 0.1 0.07
H 0.299323 0.450789 0.889131 0.0 0.0 -0.3 0.06
H -0.221029 -1.932032 0.385605 -0.3 0.2 0.2 0.09
H 0.163727 -0.343443 -1.650745 -0.1 0.0 0.2 0.07
H 1.509783 0.814783 -1.609520 0.0 -0.3 0.2 0.07
H 2.214967 -1.436967 2.117187 -0.1 0.3 0.5 0.11
H -3.521440 2.720167 -1.251126 0.0 0.0 0.1 0.03
```
Forces are in eV/Å.

As for the energy relative to the best compared isomer or geometry (same formula, charge and spin): 38.7 kcal/mol. The HOMO-LUMO gap comes out at 9.087 eV. The SMILES is C/C=C/N.C=CNC. The charge is 0.

5.
A structure of composition C6H14N2 at a distorted geometry. Source: the Open Molecules 2025 dataset; level of theory: the ωB97M-V functional and the def2-TZVPD basis.

The geometry in XYZ format:
```
22
Properties=species:S:1:pos:R:3:forces:R:3:lowdin_charge:R:1
N -1.593212 -1.038097 0.771315 -5.3 1.3 1.0 0.04
N -3.652365 1.476255 0.227806 0.0 0.1 0.2 -0.02
C 2.900955 -1.151946 -0.666061 1.0 1.1 -0.7 -0.19
C 3.462004 1.094146 0.190405 3.7 3.0 -0.5 -0.04
C -3.283960 0.270146 -0.463410 -2.8 2.6 -3.2 -0.33
C 1.466725 -0.991016 -0.287891 0.0 0.0 2.2 -0.18
C -2.912206 -0.924678 0.318936 5.3 -4.8 -2.1 -0.24
C 3.803577 -0.098370 -0.382724 -1.8 -4.4 -1.6 -0.24
H -4.637974 1.502525 0.421895 0.1 0.1 0.9 0.07
H 1.674724 -0.642343 0.770782 -1.5 0.0 -0.5 0.07
H -2.999386 1.529417 0.987044 -0.4 0.9 0.9 0.05
H 0.770855 -1.842120 -0.188720 1.0 -0.2 -0.1 0.05
H 0.827471 -0.263251 -0.802260 0.7 0.3 -0.1 0.07
H 4.099407 1.795364 0.778902 -0.7 -0.9 -0.4 0.07
H -3.263636 -1.984390 0.029875 -0.8 1.6 0.3 0.12
H -2.508257 0.696525 -1.118936 0.7 -1.4 0.3 0.11
H -2.313107 -0.411547 1.468243 1.9 0.6 0.1 0.11
H 2.367993 1.366347 0.393247 -0.6 -0.3 -2.6 -0.08
H -4.132105 0.188702 -1.277024 1.3 -1.0 1.8 0.15
H 4.766792 -0.241624 -0.938449 -0.3 0.6 1.5 0.13
H 3.246241 -2.102773 -1.085903 0.1 0.6 0.0 0.08
H 1.909455 1.772725 0.852919 -1.4 0.2 2.9 0.22
```
Forces are in eV/Å.

As for the energy relative to the best compared isomer or geometry (same formula, charge and spin): 293.6 kcal/mol. The HOMO-LUMO gap comes out at 5.675 eV. The charge is 0.

> Which value of energy relative to the best compared isomer or geometry (same formula, charge and spin) does entry 2 give?

37.5 kcal/mol